Record 1
10
Properties=species:S:1:pos:R:3 method="wB97M-V/def2-TZVPD" energy_ev=-7736.71621 homo_lumo_gap_ev=10.48 e_lumo_ev=0.89
O 1.06161 -0.58877 1.26245
C -0.07126 0.02742 0.64223
C -0.51462 -0.52762 -0.74568
O -0.39502 0.72656 -1.35588
N 0.38866 1.22879 -0.16012
H 1.67759 -0.89996 0.56217
H -0.82864 0.23716 1.37162
H 0.29369 -1.18283 -1.27992
H -1.51126 -0.99778 -0.60694
H -0.10074 1.97703 0.31006

---

Record 2
10
Properties=species:S:1:pos:R:3 method="wB97M-V/def2-TZVPD" energy_ev=-7734.88825 homo_lumo_gap_ev="9.80 / 7.50" e_lumo_ev="0.41 / 0.30"
C -1.43009 -0.24197 0.08900
C -0.86175 1.12510 -0.10111
N 1.24976 -1.51908 -0.17398
O -2.47835 -0.81275 0.11181
O 2.24390 -0.67836 0.37717
H 0.18749 1.19013 -0.22090
H -1.28251 1.57415 -1.07479
H -1.30143 1.65934 0.79623
H 1.21579 -1.09147 -1.03283
H 2.45719 -1.20509 1.22939